Below is C13H47MnO13 as an isolated structure, with properties calculated with the ωB97M-V functional and the def2-TZVPD basis.

E_HOMO (spin up / spin down): -0.431 / -0.431 Ha
HOMO-LUMO gap (spin up / spin down): 5.193 / 5.226 eV
energy: -2652.19035 Eh
multiplicity: 6
net charge: +1

Atoms and positions in Å:
Mn 3.17431 -1.31217 1.24786
C -0.24528 -0.21714 -0.56509
C 0.97636 -0.48406 0.22337
O 2.07177 0.07195 -0.07544
O 0.98772 -1.34889 1.14960
H -0.34944 0.83321 -0.83921
H -1.18160 -0.43704 -0.04877
H -0.31240 -0.84461 -1.45568
C 3.59571 2.29396 -2.22779
O 2.89472 1.11851 -2.57555
H 4.08603 2.71227 -3.10348
H 2.93494 3.02207 -1.74592
H 4.41411 2.07701 -1.52577
H 2.53802 0.71415 -1.77689
C 1.70803 -3.06730 -2.69805
O 2.97706 -2.94443 -3.33620
H 0.98537 -3.61203 -3.30420
H 1.85184 -3.69578 -1.80717
H 1.27355 -2.08481 -2.48877
H 3.52668 -2.46434 -2.71375
C 0.34273 0.00280 4.24459
O -0.52583 -0.00247 5.35881
H 1.27146 0.52022 4.51628
H 0.61052 -0.99469 3.87417
H -0.11792 0.56158 3.43038
H -0.03197 -0.38872 6.08896
C 0.23704 -4.98781 0.82865
O -0.20238 -3.91280 1.64544
H 0.01654 -5.92835 1.33548
H -0.29878 -5.11092 -0.11554
H 1.31793 -4.93468 0.68176
H 0.26721 -3.11384 1.37914
C -2.31092 4.87351 -0.36268
O -1.91999 3.51934 -0.27278
H -2.98004 5.04834 -1.21238
H -2.81290 5.17338 0.54993
H -1.45752 5.51341 -0.61145
H -1.76348 3.14307 -1.15629
C 0.86825 2.77253 1.39742
O 1.70457 2.93697 2.53758
H 1.40529 2.44178 0.50123
H 0.09911 2.03995 1.65753
H 0.28630 3.64666 1.09241
H 2.12360 3.80314 2.46023
C 4.34223 1.08760 3.32687
O 3.25319 0.60846 2.52944
H 4.82227 1.92034 2.80406
H 3.97953 1.55599 4.24456
H 5.05204 0.29702 3.54687
H 2.63240 1.35886 2.36811
C -0.25012 2.37934 -3.50084
O -1.45242 2.91016 -2.92114
H 0.04690 2.97406 -4.36580
H 0.56168 2.32904 -2.78319
H -0.41978 1.37790 -3.90443
H -2.13631 2.75277 -3.57910
C -2.20245 -3.26025 -1.40266
O -2.82497 -3.01414 -2.67570
H -2.62132 -4.12878 -0.89824
H -1.16012 -3.39578 -1.68634
H -2.33399 -2.36285 -0.79571
H -3.77233 -2.91014 -2.53864
C -3.77103 0.36793 -1.81725
O -4.77927 1.27817 -2.19833
H -2.82455 0.76215 -1.43471
H -4.19671 -0.26408 -1.03593
H -3.53913 -0.29954 -2.65496
H -4.54923 1.69101 -3.03352
C -2.77663 -1.83066 2.45431
O -2.90229 -3.22583 2.19918
H -3.46689 -1.47505 3.21540
H -1.74120 -1.57418 2.69512
H -3.00906 -1.29687 1.52100
H -1.99674 -3.56557 2.13953

Below is C13H48F2HgNO15S2 as an isolated structure, with properties calculated with the ωB97M-V functional and the def2-TZVPD basis.

E_HOMO: -0.432 Ha
HOMO-LUMO gap: 1.335 eV
energy: -2856.21848 Eh
net charge: +1

Atoms and positions in Å:
Hg -11.17094 16.87169 -7.92229
N -9.90620 17.69397 -4.15008
S -10.26960 17.16835 -2.77617
O -11.47656 17.72206 -2.22746
O -9.20394 16.74935 -1.90791
F -10.72522 15.68258 -3.22127
S -8.79921 18.87652 -3.47166
O -7.36962 18.57413 -3.56236
O -9.18186 19.64041 -2.27665
F -9.08792 19.96902 -4.64055
C -2.92830 16.87178 -7.77332
O -2.39293 16.51362 -9.01563
H -2.49721 17.78784 -7.36950
H -4.00778 16.99640 -7.85860
H -2.67540 16.07434 -7.07458
H -2.49213 15.58107 -9.22082
C -3.28927 15.27306 0.26419
O -3.13526 14.91338 1.64829
H -2.78669 16.23448 0.15856
H -2.83427 14.48355 -0.33394
H -4.32906 15.41249 -0.03163
H -2.19969 14.75068 1.78914
C -7.00405 10.75804 -1.33804
O -5.93977 9.97324 -0.77874
H -7.20401 11.70539 -0.83741
H -6.82172 10.94590 -2.39613
H -7.95552 10.22638 -1.32639
H -5.74346 10.29306 0.10488
O -14.89248 16.30706 -6.74881
H -15.67318 16.83382 -6.91989
H -15.14540 15.73026 -6.02799
O -7.90764 18.19731 -9.58531
H -7.66853 19.10083 -9.37863
H -7.45494 18.01145 -10.40797
O -10.04812 13.12624 -7.55119
H -10.44927 12.43982 -7.01815
H -9.30375 12.69775 -7.97374
C -9.58942 18.09309 4.30647
C -10.45382 19.11213 3.54154
O -11.57943 19.48613 4.32076
H -8.78162 17.94395 3.59002
H -10.01372 17.09679 4.43083
H -9.16750 18.38790 5.26730
H -10.75907 18.73898 2.56396
H -9.82825 19.97354 3.30756
H -11.33373 19.57049 5.24494
C -3.81524 23.80495 -3.91210
C -4.27523 23.85035 -2.43599
O -3.54012 24.71855 -1.67684
H -4.19860 22.99727 -4.53563
H -2.73629 23.66316 -3.97416
H -4.09640 24.77184 -4.32944
H -4.21363 22.82305 -2.07692
H -5.32268 24.14776 -2.38600
H -3.56620 25.59926 -2.05798
C -18.20635 16.60216 -2.69572
C -17.83398 15.20237 -2.20991
O -16.81348 14.66117 -3.00437
H -18.25569 16.58998 -3.78453
H -17.49729 17.37138 -2.38972
H -19.20729 16.82915 -2.32871
H -18.77611 14.65798 -2.27419
H -17.53427 15.27152 -1.16420
H -16.44972 13.91630 -2.52017
C -9.96702 27.13645 -8.60322
C -8.95237 25.99715 -8.86056
O -7.64803 26.51261 -8.94347
H -10.97183 26.72442 -8.51013
H -9.94804 27.91988 -9.36083
H -9.83578 27.68166 -7.66854
H -9.11934 25.58440 -9.85548
H -9.03418 25.22125 -8.09939
H -7.04246 25.77507 -9.04799
C -12.99957 13.12262 2.76956
C -13.63497 13.74374 3.96387
O -14.76951 12.99943 4.36642
H -12.00277 13.51695 2.57209
H -13.54634 13.22402 1.83208
H -12.95911 12.04254 2.91055
H -13.92207 14.76549 3.71544
H -13.01191 13.76526 4.85797
H -14.46853 12.32818 4.98321

Below is a 11-piece molecular cluster, C13H48N18O13 overall, with properties calculated with the ωB97M-V functional and the def2-TZVPD basis.

E_HOMO: -0.352 Ha
HOMO-LUMO gap: 9.978 eV
energy: -2488.23802 Eh

Atoms and positions in Å:
C 0.80980 -1.97041 -0.88332
C -0.47556 -2.01115 -0.04297
O -1.44982 -2.93833 -0.51063
O 1.75872 -3.00324 -0.64363
H 1.29948 -0.97212 -0.70297
H 0.42118 -2.02879 -1.90089
H -0.89913 -1.01027 -0.08106
H -0.34245 -2.24669 0.99662
H -1.20749 -3.86324 -0.25746
H 2.40253 -2.58584 -0.08649
C -0.64229 -6.14760 0.45473
C 0.24633 -5.33840 1.36968
O -0.50829 -5.07154 2.55588
O -1.86728 -5.48227 0.10587
H -0.87095 -7.14086 0.83647
H -0.13565 -6.38335 -0.48760
H 0.52281 -4.41086 0.87478
H 1.21857 -5.92863 1.53824
H -0.26115 -4.24220 3.02059
H -2.42302 -5.51442 0.90293
C -0.17643 1.90994 -2.89788
O 0.80751 2.22082 -3.61520
N -1.37755 1.61587 -3.55763
N -0.10124 1.73705 -1.54083
H -1.49446 2.00022 -4.60528
H -2.17465 1.73170 -3.06711
H 0.50965 2.19062 -0.88624
H -1.00378 1.63951 -1.04158
C 2.45422 3.09664 0.84835
O 3.00027 2.15002 1.49073
N 3.04635 3.83216 -0.14279
N 1.19181 3.47065 1.14662
H 2.54472 4.22534 -0.90713
H 3.91639 3.52700 -0.45337
H 0.91827 3.07286 2.02620
H 0.79700 4.33918 0.68723
C -3.18148 2.17489 1.16990
O -2.20487 2.57107 0.47552
N -4.22682 1.60112 0.57698
N -3.12518 2.13326 2.53292
H -4.99961 1.18634 1.08667
H -4.07101 1.19128 -0.34209
H -3.97377 1.77224 2.96949
H -2.74685 3.02844 2.84797
C 4.62659 -0.61181 1.18513
O 3.68087 -1.41670 1.47633
N 4.76941 -0.26823 -0.12637
N 5.55338 -0.17985 2.01366
H 3.95588 -0.43038 -0.69451
H 5.36183 0.51894 -0.49011
H 5.36002 -0.14219 2.99554
H 5.94095 0.73775 1.68285
C -0.93786 5.35433 -1.80857
O 0.09889 4.85448 -1.39494
N -0.89631 6.49511 -2.61939
N -2.14921 4.82071 -1.67261
H -1.72694 7.03378 -2.49570
H -0.05623 7.05804 -2.61751
H -2.98558 5.21164 -2.14525
H -2.04031 4.03378 -1.00780
C 0.95677 -1.88077 3.14181
O -0.02013 -2.35758 3.75720
N 0.83747 -0.69881 2.47026
N 2.05652 -2.63825 3.13305
H -0.14088 -0.41882 2.39324
H 1.60765 -0.11159 2.30497
H 2.17214 -3.42486 3.78543
H 2.98867 -2.28202 2.69920
C -3.61096 -1.74769 2.40518
O -4.47972 -1.02571 1.87572
N -3.40985 -3.04482 2.12493
N -2.85457 -1.20741 3.48008
H -3.71805 -3.35398 1.20880
H -2.54109 -3.51821 2.43257
H -2.22137 -1.72257 4.13875
H -3.31580 -0.41417 3.85544
C -3.25537 -0.50858 -1.96411
O -3.58918 0.64311 -2.01790
N -3.72353 -1.32269 -1.07094
N -2.43545 -1.07794 -2.89243
H -3.03657 -1.99091 -0.68903
H -4.14433 -0.94711 -0.22694
H -1.88896 -1.89376 -2.73039
H -1.94442 -0.30174 -3.41891
C 4.12408 1.72336 -2.80908
O 5.26104 1.56225 -2.35532
N 3.33611 0.62154 -2.93790
N 3.51749 2.89818 -3.15971
H 3.91851 -0.15504 -3.19702
H 2.46218 0.76995 -3.46104
H 2.56737 2.90928 -3.46512
H 4.04403 3.71995 -2.95171

Below is a 11-piece molecular cluster, C13H48O11 overall, with properties calculated with the ωB97M-V functional and the def2-TZVPD basis.

E_HOMO: -0.346 Ha
HOMO-LUMO gap: 9.512 eV
energy: -1351.50217 Eh

Atoms and positions in Å:
C 9.31740 11.96112 13.94489
O 8.46310 13.04316 13.63262
H 10.35090 12.30282 13.88839
H 9.09924 11.67468 14.97371
H 9.09714 11.13691 13.26648
H 8.71602 13.70823 14.27707
C 10.23556 7.33079 7.59362
O 9.83588 7.96928 8.78970
H 10.43308 8.01538 6.76873
H 11.20112 6.89731 7.85418
H 9.58618 6.49532 7.33212
H 9.81554 7.27460 9.45198
C 8.64263 13.17591 10.18843
O 8.76949 13.77887 8.93743
H 9.51566 12.57349 10.43944
H 8.52356 13.88919 11.00400
H 7.70706 12.61678 10.20217
H 8.71534 13.12307 8.23843
C 15.24716 10.68526 8.95112
O 14.14052 11.47959 8.72588
H 15.59232 10.17227 8.05345
H 16.04419 11.31805 9.34152
H 15.01656 9.90599 9.67752
H 13.33862 10.96980 8.86258
C 11.44380 7.13619 14.33212
O 10.47568 7.16953 13.28497
H 10.93894 7.13720 15.29814
H 12.07154 6.25597 14.19332
H 11.94286 8.09949 14.22672
H 9.89724 7.87364 13.58701
C 6.51502 9.95935 11.15888
O 5.49738 9.00875 11.56203
H 6.32352 10.73121 11.90430
H 7.50190 9.49754 11.12841
H 6.34184 10.40960 10.18144
H 5.41722 8.39501 10.82821
C 9.12534 10.56942 7.30791
O 8.62504 11.81754 7.02922
H 8.89470 9.98549 6.41689
H 10.21452 10.61168 7.31220
H 8.72242 10.05271 8.17898
H 7.70226 11.71018 6.78729
C 13.46808 5.68870 10.33991
O 14.77044 5.96812 9.87300
H 13.29270 5.97410 11.37716
H 12.81486 6.28128 9.69940
H 13.21450 4.62973 10.29122
H 15.32178 5.51537 10.51537
C 13.03396 10.32404 5.80317
O 12.87538 8.98032 5.39539
H 12.52254 10.45472 6.75683
H 14.07088 10.60920 5.98088
H 12.44358 10.91075 5.09938
H 13.37694 8.43579 6.00655
C 15.26668 12.06224 12.62753
C 15.48022 10.59333 12.79497
O 16.16612 10.38204 13.97352
H 14.85824 12.51633 13.53035
H 14.80154 12.39260 11.69876
H 16.25167 12.51056 12.49749
H 16.02582 10.17647 11.94842
H 14.55898 10.01082 12.78517
H 15.88314 9.57934 14.41759
C 10.90268 9.97913 11.41948
C 12.00076 9.37047 10.62756
O 11.89340 9.85816 9.32899
H 11.06588 11.03115 11.65339
H 10.78176 9.54653 12.41262
H 9.95780 9.84397 10.89314
H 11.99258 8.28121 10.58831
H 12.98996 9.67030 10.97352
H 11.17236 9.30774 9.01479

Below is C13H4BrCl4CuIO2S as an isolated structure, with properties calculated with the ωB97M-V functional and the def2-TZVPD basis.

E_HOMO (spin up / spin down): 0.027 / -0.034 Ha
HOMO-LUMO gap (spin up / spin down): 3.060 / 4.699 eV
energy: -7399.43444 Eh
multiplicity: 2
net charge: -2

Atoms and positions in Å:
Cu 3.66140 -1.03474 -0.47950
Cl 1.11982 4.26958 2.95072
C 1.60953 2.65499 2.49467
C 1.39569 1.59760 3.34506
Cl 0.62283 1.84419 4.89233
C 1.80223 0.29994 2.95809
Cl 1.53665 -1.06106 4.02335
C 2.41577 0.03627 1.73178
O 2.79700 -1.13016 1.34556
C 2.63676 1.16434 0.81932
O 3.18188 0.92025 -0.31477
C 2.22455 2.43146 1.24316
Cl 2.50683 3.76429 0.15003
S 5.25419 -3.17323 -2.59003
C 4.44721 -2.17339 -1.62853
Br -4.07258 -1.81868 1.12073
C -3.49543 -1.21693 -0.57596
C -4.48101 -0.99267 -1.52939
C -4.12640 -0.61380 -2.81551
C -2.79004 -0.47712 -3.14506
C -1.81256 -0.68900 -2.18717
C -2.15222 -1.05859 -0.88243
I -0.59889 -1.23784 0.46735
H -5.51984 -1.11376 -1.25520
H -4.89817 -0.42383 -3.55114
H -2.49827 -0.20014 -4.15048
H -0.76689 -0.56799 -2.43700

Below is a 11-piece molecular cluster, C13H50N12O11 overall, with properties calculated with the ωB97M-V functional and the def2-TZVPD basis.

E_HOMO: -0.312 Ha
HOMO-LUMO gap: 8.423 eV
energy: -2010.21939 Eh

Atoms and positions in Å:
C 0.04982 4.05159 0.02583
C -0.68744 5.35120 0.31543
C -1.59691 5.69939 -0.85574
O -0.84543 5.81770 -2.04080
C -1.59813 6.35685 -3.09044
N -1.41999 5.16831 1.56059
H 0.62101 3.71123 0.88997
H 0.67815 4.09356 -0.86011
H -0.73398 3.29899 -0.13064
H 0.07832 6.12447 0.43287
H -2.15590 6.60823 -0.59040
H -2.31317 4.87248 -0.99849
H -2.49417 5.74957 -3.27833
H -1.00492 6.42468 -3.99914
H -1.93998 7.37617 -2.85845
H -1.91953 6.00159 1.84033
H -2.04279 4.36563 1.46943
C 1.30494 -2.30067 -0.57762
C 0.77291 -0.97471 -0.07542
C 0.14869 -1.24248 1.31385
O -1.02725 -0.49430 1.58929
C -0.80870 0.89279 1.76916
N 1.88023 0.00888 0.02367
H 2.00295 -2.20986 -1.41467
H 0.50034 -2.96797 -0.88965
H 1.91121 -2.79472 0.18880
H -0.01529 -0.59623 -0.72972
H 0.88199 -1.09594 2.11344
H -0.20469 -2.27567 1.37955
H 0.15169 1.11168 2.25174
H -1.65613 1.32469 2.29109
H -0.72208 1.41278 0.80556
H 2.53690 -0.45341 0.65828
H 1.49893 0.79851 0.53459
O 1.52133 -3.46521 -4.08762
H 2.27121 -3.33752 -3.50100
H 0.86630 -2.80311 -3.81330
O 2.58843 -4.00394 2.83215
H 1.65308 -4.23821 2.70430
H 2.73766 -3.23512 2.27138
O -3.33733 2.87152 2.17214
H -4.05181 2.52615 1.62260
H -3.70300 2.92039 3.06001
O 3.46695 2.08441 1.50090
H 3.64571 1.20439 1.15492
H 3.58766 2.66364 0.74047
C -4.85066 -0.34891 1.76665
O -4.71143 0.57572 0.97935
N -3.81753 -1.15189 2.15986
N -6.05694 -0.62174 2.38132
H -3.92691 -1.85620 2.86674
H -2.87424 -0.93226 1.86712
H -6.16161 -1.56280 2.71893
H -6.85104 -0.14604 1.99354
C -1.53576 -2.20893 -2.91857
O -0.67784 -1.72079 -3.63962
N -1.79992 -3.56067 -2.94984
N -2.25113 -1.54052 -1.96863
H -1.28964 -4.10436 -3.62285
H -2.33575 -3.99627 -2.22478
H -2.92457 -2.04690 -1.42493
H -2.12196 -0.55886 -1.80525
C 2.43970 1.54154 -3.36453
O 2.86840 2.36771 -2.57538
N 2.52655 1.75686 -4.72536
N 1.73822 0.43578 -3.00741
H 2.16507 1.07744 -5.36717
H 3.05655 2.55428 -5.01661
H 1.28806 -0.24043 -3.60182
H 1.71714 0.16490 -2.03013
C 5.01524 -1.46742 1.76163
O 3.79646 -1.31342 1.73363
N 5.66997 -2.28816 0.88811
N 5.80870 -0.73234 2.59369
H 5.13189 -2.74572 0.17784
H 6.63219 -2.52635 1.03929
H 6.78536 -0.95278 2.65083
H 5.34466 -0.14976 3.26595
C -0.87149 -5.17362 2.05029
O -0.22075 -4.48923 2.83105
N -0.84484 -5.02055 0.69594
N -1.61611 -6.24935 2.47762
H -1.50639 -5.46958 0.08861
H -0.32850 -4.26811 0.27609
H -1.87850 -6.94779 1.80627
H -1.60848 -6.48488 3.45172